# 1
Molecular formula: C39H38F6N5O6S2SbSn
Method: DFT, ωB97M-V with the def2-TZVPD basis set

```
98
Properties=species:S:1:pos:R:3:forces:R:3:mulliken_charge:R:1
Sn 0.030 -1.232 -0.999 1.4 -1.6 -0.4 1.9207
F -2.035 -2.260 -4.311 1.0 0.5 -0.4 -0.1915
C -1.313 -1.135 -4.215 -2.7 0.7 -1.2 0.7713
F -1.618 -0.694 -2.929 0.2 0.5 -0.8 -0.2246
F -1.755 -0.234 -5.135 0.4 -1.1 1.6 -0.2135
S 0.473 -1.342 -4.377 1.2 -0.9 -1.2 1.0367
O 0.641 -1.977 -3.040 0.4 0.2 -0.3 -0.9598
O 0.743 -2.137 -5.560 -0.6 1.4 2.4 -0.5852
N 1.097 0.084 -4.466 0.3 0.8 0.2 -0.6381
S 1.560 1.042 -3.276 2.7 -0.4 -0.4 1.1337
O 3.004 1.185 -3.088 -2.9 -0.2 -0.6 -0.6550
O 0.787 0.700 -2.084 -0.7 -0.1 1.5 -0.4344
C 0.896 2.759 -3.655 -1.0 2.8 -1.2 0.5985
F 0.967 3.621 -2.583 0.6 -1.9 -1.1 -0.1394
F 1.540 3.363 -4.695 -0.6 -1.4 1.6 -0.1999
F -0.415 2.696 -3.967 1.0 -0.6 0.2 -0.1910
O -1.213 0.079 5.151 0.0 0.3 -1.4 -0.4697
C -1.865 -0.861 4.280 -0.9 -0.9 2.8 -0.4580
C -1.043 -2.118 4.209 1.3 -0.2 0.0 0.2918
C -0.123 -2.523 5.245 -1.7 1.7 -1.1 -0.5115
C 0.748 -3.523 4.943 0.7 -1.2 0.7 -0.2741
C 0.639 -4.196 3.736 -0.9 0.9 -1.5 -0.8506
C -0.212 -3.662 2.723 0.5 -1.3 2.0 0.0036
N -1.088 -2.690 3.009 1.0 0.0 -1.0 -0.1837
H -0.429 0.374 4.654 -0.3 0.0 0.5 0.2883
H -2.171 -0.520 3.295 0.3 0.3 -0.1 0.1549
H -2.786 -1.141 4.845 0.3 0.4 -0.5 0.2858
H -0.133 -1.969 6.186 0.1 -0.2 -0.3 0.4633
H 1.519 -3.857 5.659 -0.7 0.2 -0.3 0.4201
H 1.152 -5.125 3.600 0.6 -0.1 -0.4 0.4469
H -0.183 -4.102 1.722 -0.3 0.2 0.2 0.3952
C -3.155 -2.503 -0.214 -0.7 -0.4 1.7 -0.7956
N -2.907 -3.736 -0.964 0.0 1.3 0.2 0.2982
C -4.091 -4.374 -1.461 -1.2 -0.7 0.6 -0.7481
C -3.891 -5.876 -1.405 0.5 0.1 0.1 -0.7990
C -2.736 -6.196 -2.329 -0.7 -2.0 -1.1 -0.6639
N -1.646 -5.277 -2.183 1.1 2.0 1.0 0.2207
C -0.412 -5.595 -2.941 -0.9 0.4 -0.1 -0.8589
C -1.717 -4.138 -1.414 0.6 -0.4 -1.3 0.0478
O -0.644 -3.444 -1.231 -0.3 0.6 0.3 -0.3337
H -4.045 -2.765 0.446 1.2 0.6 -0.6 0.4179
H -3.463 -1.595 -0.771 0.4 -0.6 -0.3 0.2498
H -2.338 -2.267 0.492 -0.2 -0.2 -0.3 0.0389
H -4.329 -4.061 -2.452 0.2 0.2 -1.2 0.3501
H -4.961 -3.999 -0.908 0.3 -0.4 0.3 0.4544
H -4.736 -6.430 -1.745 -0.8 -0.2 -0.3 0.3986
H -3.680 -6.239 -0.386 0.0 0.4 -0.2 0.2823
H -3.058 -6.275 -3.423 0.3 0.6 1.3 0.4053
H -2.403 -7.243 -2.122 0.1 0.8 0.1 0.4157
H -0.780 -6.386 -3.601 0.6 0.2 -0.3 0.4335
H 0.358 -5.999 -2.300 0.2 0.0 0.2 0.2554
H -0.034 -4.709 -3.503 -0.4 -0.7 0.4 0.2056
N 7.480 -2.762 -0.094 -4.4 1.5 -0.8 -0.4315
C 6.346 -2.441 -0.274 6.4 -1.9 1.0 -0.3040
C 4.982 -2.230 -0.414 -1.8 0.8 -0.4 0.6325
C 4.346 -1.273 0.363 -1.7 -0.5 0.0 -0.8311
C 2.922 -1.202 0.363 0.9 0.8 0.2 -0.4065
C 2.173 -1.918 -0.547 1.1 0.3 0.2 -0.0254
C 2.842 -2.831 -1.358 -0.2 -1.1 -1.5 0.3424
C 4.243 -2.986 -1.319 -1.1 -0.3 0.9 -0.9459
H 4.903 -0.637 1.021 0.2 0.1 0.3 0.5315
H 2.512 -0.509 1.095 -0.3 0.0 -0.1 0.5306
H 2.320 -3.442 -2.123 0.2 0.5 0.8 0.4368
H 4.741 -3.797 -1.844 -0.3 0.3 -0.3 0.4859
C -0.774 5.200 5.216 0.7 -1.5 -1.5 -0.5006
C -1.668 5.274 4.140 -1.1 1.6 0.4 -0.4978
C -1.486 4.598 2.946 0.5 -1.1 -1.0 -0.2204
C -0.347 3.765 2.849 0.3 -0.5 0.2 0.5642
C 0.506 3.595 3.963 0.4 0.0 -0.3 -0.5745
C 0.289 4.301 5.148 0.0 0.1 -0.2 -0.7227
Sb 0.315 2.721 1.047 -1.0 3.2 -0.6 0.6697
C -1.206 3.576 -0.472 0.8 0.1 0.9 0.5492
C -2.232 2.927 -1.111 0.8 -1.5 0.3 -0.7336
C -3.010 3.587 -2.035 -0.8 -1.4 0.1 -0.1948
C -2.861 4.902 -2.306 -0.2 1.2 -1.6 -0.7362
C -1.826 5.556 -1.686 0.2 1.3 0.6 -0.5658
C -1.020 4.925 -0.748 1.2 1.0 1.3 0.1489
C 2.054 4.146 0.742 1.1 -0.5 0.0 0.7399
C 3.143 3.598 0.055 -0.6 -0.2 -0.3 -0.5042
C 4.247 4.386 -0.238 0.9 -2.1 -1.3 -0.4798
C 4.356 5.701 0.112 0.5 0.4 -0.4 -0.5440
C 3.351 6.261 0.849 -1.9 -0.1 1.3 -0.5609
C 2.243 5.464 1.219 -1.5 0.0 -0.3 -0.4769
H -0.824 5.830 6.060 -0.6 0.5 0.8 0.4856
H -2.516 5.974 4.313 0.6 -0.6 -0.6 0.3529
H -2.088 4.652 2.008 0.0 0.4 1.3 0.3616
H 1.424 3.004 3.822 -0.5 0.1 0.4 0.3885
H 0.931 4.202 6.023 0.1 -0.1 -0.4 0.4225
H -2.354 1.846 -0.997 -0.1 0.3 0.1 0.3003
H -3.729 2.985 -2.543 -0.6 -0.2 -0.3 0.4137
H -3.467 5.411 -3.097 0.5 -0.5 1.0 0.3600
H -1.709 6.622 -1.866 0.2 -0.2 0.1 0.4276
H -0.284 5.540 -0.142 -0.8 -0.8 -1.1 0.0327
H 3.057 2.601 -0.377 0.3 0.1 0.2 0.2154
H 5.045 3.898 -0.847 -0.7 0.6 0.6 0.3633
H 5.193 6.260 -0.285 0.0 0.2 0.4 0.4253
H 3.312 7.294 1.207 0.3 -0.3 -0.4 0.3901
H 1.376 5.930 1.701 0.6 0.0 0.2 0.3796
```
Forces are in eV/Å.

Properties
Net charge   +2
HOMO energy (spin up / spin down)   -13.32 / -13.32 eV
Energy relative to the best compared isomer or geometry (same formula, charge and spin)   2.650 eV
Energy   -111116.3873 eV
Spin multiplicity   1

# 2
Molecular formula: C2H3BrO2
Method: DFT, ωB97M-V with the def2-TZVPD basis set

```
8
Properties=species:S:1:pos:R:3:forces:R:3:mulliken_charge:R:1
C -0.903 -0.318 -0.838 1.4 -0.1 0.0 0.2674
C 1.186 0.479 1.127 -1.2 -1.8 0.3 -0.5924
O -0.884 -1.595 -1.299 -0.5 -3.2 3.2 -0.1941
O -0.764 -0.567 -2.195 1.1 3.6 -2.2 -0.2138
Br -2.563 0.483 -0.464 -0.6 0.3 0.6 -0.1094
H 0.779 0.416 2.173 0.1 0.1 -1.5 0.2569
H 1.283 1.422 0.667 0.0 0.9 -0.4 0.3039
H 1.865 -0.321 0.829 -0.3 0.3 0.0 0.2815
```
Forces are in eV/Å.

Properties
Net charge   0
HOMO energy   -8.77 eV
Energy relative to the best compared isomer or geometry (same formula, charge and spin)   8.930 eV
Energy   -76251.3478 eV
Spin multiplicity   1

# 3
Molecular formula: C6H9N2O2
Method: DFT, ωB97M-V with the def2-TZVPD basis set

```
19
Properties=species:S:1:pos:R:3:forces:R:3:mulliken_charge:R:1
C 2.808 -1.274 -2.712 0.0 -0.7 1.0 -0.9851
C 2.097 -1.252 -1.393 -1.9 1.4 1.4 0.5372
C 1.699 -1.795 0.664 -0.9 1.0 -0.6 -0.2020
C 0.806 -0.775 -1.066 1.7 -0.4 -2.2 -0.4097
N 2.640 -1.732 -0.233 0.9 -2.1 -0.6 -0.6783
N 0.580 -1.147 0.201 0.1 -0.8 1.3 -0.0206
H 1.621 -2.412 1.545 0.5 0.4 0.3 0.3476
H 3.681 -0.630 -2.632 -0.1 0.4 -0.6 0.2567
H 2.093 -1.105 -3.518 0.4 0.5 0.0 0.2902
H -0.166 -0.898 0.828 -0.3 0.0 -0.4 0.1942
H 0.135 -0.264 -1.738 -0.3 0.0 0.5 0.3973
H 3.204 -2.287 -2.840 0.0 0.1 -0.1 0.2606
C -1.212 1.624 1.410 -0.9 -0.4 0.1 0.0630
C -2.718 1.879 1.091 0.3 0.7 -0.9 0.5563
O -2.928 2.697 0.150 0.0 -0.5 0.5 -0.7389
O -3.532 1.269 1.804 -0.2 -0.2 0.2 -0.7286
H -1.144 1.640 2.503 0.5 0.5 -0.2 0.2845
H -0.603 2.286 0.802 0.3 0.2 0.5 0.2454
H -0.967 0.597 1.148 -0.2 0.0 -0.1 -0.6696
```
Forces are in eV/Å.

Properties
Net charge   -1
HOMO energy   -4.09 eV
Energy relative to the best compared isomer or geometry (same formula, charge and spin)   1.447 eV
Energy   -13444.3158 eV
Spin multiplicity   1

# 4
Molecular formula: C24H25B3Br60F5NO3
Method: DFT, ωB97M-V with the def2-TZVPD basis set

```
121
Properties=species:S:1:pos:R:3:forces:R:3:mulliken_charge:R:1
N -1.612 -0.448 1.766 -0.2 0.9 1.1 -0.6941
C -1.393 -1.272 0.860 0.3 -0.5 -0.7 -0.2291
C -0.659 -2.560 0.990 -0.5 -0.5 -0.1 -0.1019
B -1.293 -3.586 1.969 -0.4 0.4 -1.1 0.3261
O -2.571 -3.432 2.447 0.2 0.0 0.2 -0.6191
B -2.884 -4.201 3.534 -1.7 -0.1 0.3 0.7714
O -1.904 -4.736 4.332 -0.2 0.5 0.7 -0.6574
B -0.678 -4.545 3.796 0.5 -1.4 0.8 0.3713
C 0.595 -4.106 4.690 -1.7 0.3 -0.8 0.9641
F 1.586 -3.752 3.873 1.2 0.1 -0.6 -0.1817
F 0.995 -5.060 5.520 0.7 -1.0 0.9 -0.3014
C 0.225 -2.857 5.480 0.8 -0.6 -0.8 0.3870
F -0.435 -2.052 4.664 -1.0 0.9 -1.0 -0.1709
F 1.280 -2.210 5.884 1.5 0.8 0.7 -0.2691
F -0.517 -3.133 6.500 -1.3 -0.4 1.6 -0.2439
O -0.579 -4.665 2.460 1.2 0.6 -0.6 -0.2054
H -1.210 -0.794 2.637 0.0 0.2 0.3 0.2344
H -1.750 -1.024 -0.121 -0.3 0.1 -0.6 0.5230
H -0.636 -3.029 0.017 0.3 -0.4 -0.5 0.2027
H 0.366 -2.431 1.292 0.6 0.2 0.1 0.1303
H -4.022 -4.387 3.800 0.0 0.0 0.1 -0.1509
C 2.646 -0.760 -0.872 0.2 0.1 0.0 -0.4163
Br 2.781 -0.676 1.043 -0.1 -0.1 0.0 0.1766
Br 2.431 -2.566 -1.496 -0.2 -0.1 0.0 0.0058
Br 1.284 0.425 -1.524 -0.1 -0.1 0.0 -0.0052
H 3.587 -0.416 -1.277 0.1 0.0 0.0 0.3580
C 3.763 -6.950 4.890 0.0 0.0 0.0 -0.0799
Br 4.556 -5.615 3.756 0.0 0.0 0.0 0.0007
Br 4.214 -8.731 4.316 0.0 0.0 0.0 -0.0314
Br 4.205 -6.657 6.739 0.0 0.0 -0.2 0.0606
H 2.693 -6.848 4.799 -0.1 0.0 0.0 0.0431
C -1.817 0.028 7.537 0.1 0.0 0.0 -0.0427
Br -2.265 0.775 5.825 0.0 0.0 0.0 -0.0824
Br -1.478 1.390 8.852 0.0 0.0 0.0 -0.0394
Br -3.154 -1.219 8.124 -0.2 0.0 0.0 0.0802
H -0.901 -0.529 7.416 0.1 0.0 0.0 0.1177
C -7.235 -2.130 7.176 0.1 0.0 0.0 -0.4315
Br -6.244 -3.364 8.265 0.0 0.0 0.0 0.0043
Br -7.180 -0.346 7.892 0.0 0.0 0.0 -0.0172
Br -6.634 -2.182 5.349 0.0 0.0 -0.1 0.0612
H -8.265 -2.447 7.188 -0.1 0.0 0.0 0.3805
C -1.759 -1.866 11.704 -0.1 0.1 -0.1 -0.1333
Br -0.942 -0.340 12.540 0.0 -0.1 0.0 -0.0154
Br -0.536 -2.795 10.552 0.1 0.0 0.0 0.0294
Br -2.557 -3.053 12.986 0.1 0.0 0.2 -0.0238
H -2.560 -1.498 11.079 0.0 0.0 -0.1 0.1147
C -6.199 -4.607 12.687 0.0 0.0 0.0 -0.2396
Br -4.974 -5.313 11.385 -0.1 -0.1 -0.1 -0.0372
Br -7.131 -3.067 12.013 0.0 0.0 0.1 -0.0086
Br -7.412 -5.954 13.327 0.0 0.0 0.0 -0.0235
H -5.612 -4.279 13.531 0.0 0.0 0.0 0.2775
C 4.331 1.932 3.722 -0.1 0.0 -0.2 -0.4741
Br 5.491 1.316 2.317 -0.1 0.2 0.3 0.0730
Br 3.284 3.447 3.170 0.0 -0.1 0.1 0.0831
Br 3.218 0.508 4.398 0.0 0.0 0.0 -0.0035
H 4.960 2.254 4.537 0.0 0.0 0.1 0.3428
C 0.647 6.971 3.705 -0.1 -0.1 0.0 -0.3179
Br 1.825 6.397 2.296 0.0 0.1 -0.1 -0.0634
Br -0.436 8.463 3.157 0.0 0.0 0.0 -0.0435
Br -0.421 5.515 4.363 0.0 0.0 0.0 0.0010
H 1.266 7.308 4.520 0.0 0.0 0.0 0.3753
C 1.694 1.376 -5.547 0.0 0.0 0.0 0.3903
Br 1.980 3.111 -4.777 0.2 -0.1 0.1 0.0016
Br 3.042 0.121 -4.974 -0.1 -0.1 -0.1 -0.0146
Br -0.088 0.724 -5.221 0.1 0.0 0.0 0.0421
H 1.788 1.483 -6.619 0.1 -0.1 0.1 -0.3845
C 0.853 -0.067 -9.867 -0.2 -0.1 0.0 -0.3376
Br 1.327 1.658 -9.159 0.1 0.0 -0.1 -0.0473
Br 2.038 -1.461 -9.278 0.2 0.1 0.1 -0.0022
Br -0.971 -0.508 -9.466 0.0 0.0 0.0 -0.0061
H 0.940 -0.004 -10.940 0.1 0.0 -0.1 0.3611
C -0.826 6.276 -5.269 0.1 0.0 0.0 -0.4135
Br -0.642 6.341 -3.356 0.0 0.0 0.0 -0.0068
Br -1.148 4.487 -5.888 -0.2 0.0 -0.1 0.0384
Br -2.169 7.500 -5.900 -0.1 0.0 0.0 0.0092
H 0.115 6.593 -5.689 0.1 0.0 0.0 0.3787
C 6.944 -5.251 9.926 0.0 0.0 -0.1 -0.3423
Br 5.056 -5.606 9.834 0.0 0.0 0.2 -0.0443
Br 7.973 -6.871 9.806 0.0 0.0 0.0 -0.0045
Br 7.484 -3.965 8.604 0.0 0.0 0.0 0.0097
H 7.139 -4.818 10.894 0.0 0.0 0.1 0.3442
C 6.253 -3.645 -2.146 0.0 -0.1 0.1 -0.2823
Br 7.166 -4.955 -3.220 0.0 0.1 0.0 -0.0286
Br 7.192 -3.275 -0.510 0.0 0.0 -0.1 0.0248
Br 5.901 -2.036 -3.135 0.0 0.1 -0.1 0.0159
H 5.297 -4.066 -1.871 -0.1 0.0 0.0 0.2526
C 0.715 -4.492 -7.364 0.0 0.0 0.0 0.3126
Br -0.589 -3.645 -6.234 0.0 0.0 0.0 -0.0024
Br 1.985 -5.515 -6.353 0.1 0.0 0.1 -0.0008
Br -0.102 -5.562 -8.733 -0.1 0.0 0.0 -0.0111
H 1.259 -3.706 -7.860 0.0 0.1 0.0 -0.2978
C 9.135 0.370 0.029 0.0 -0.1 -0.1 -0.3393
Br 10.533 -0.844 -0.487 0.0 0.0 0.0 -0.0219
Br 8.032 0.865 -1.466 0.0 0.0 0.0 -0.0078
Br 8.084 -0.332 1.479 0.3 -0.1 -0.1 -0.0615
H 9.608 1.270 0.387 0.0 0.1 0.0 0.3743
C -8.523 -1.686 1.868 0.0 0.0 0.0 -0.2471
Br -10.067 -2.698 2.405 0.0 0.0 0.0 -0.0072
Br -7.068 -2.835 1.355 0.0 0.0 0.0 0.0322
Br -8.946 -0.418 0.487 0.0 0.0 0.0 -0.0155
H -8.196 -1.124 2.729 0.0 0.0 0.1 0.2060
C -3.510 9.215 -9.499 -0.1 -0.1 0.0 0.1323
Br -5.053 8.248 -8.876 0.0 0.0 0.0 -0.0335
Br -2.127 8.029 -10.110 0.0 0.0 0.0 0.0367
Br -3.961 10.525 -10.833 0.0 0.0 0.0 0.0236
H -3.112 9.760 -8.658 -0.1 -0.1 0.0 -0.1747
C -0.537 12.333 -9.005 0.0 0.0 -0.1 -0.2972
Br 0.427 13.784 -8.196 0.0 0.0 0.0 -0.0276
Br 0.539 11.376 -10.277 0.0 0.0 0.0 0.0068
Br -1.280 11.152 -7.678 0.2 0.1 0.2 0.0339
H -1.366 12.761 -9.547 -0.1 0.0 0.0 0.3156
C 2.018 -6.085 -12.276 0.0 0.0 0.0 -0.3507
Br 2.826 -7.488 -11.239 0.0 0.0 0.0 0.0091
Br 2.434 -4.350 -11.561 0.0 0.0 0.0 0.0550
Br 2.478 -6.215 -14.138 0.0 0.0 0.0 -0.0393
H 0.949 -6.210 -12.202 -0.1 0.0 0.0 0.3287
C -5.058 12.307 -14.594 0.0 0.0 0.0 -0.3023
Br -3.367 12.684 -13.757 0.0 0.0 0.0 -0.0260
Br -6.508 12.435 -13.337 0.0 0.0 0.0 -0.0182
Br -5.349 13.418 -16.136 0.0 0.0 0.0 -0.0456
H -5.022 11.286 -14.937 0.0 -0.1 0.0 0.3652
```
Forces are in eV/Å.

Properties
Net charge   0
HOMO energy   -9.95 eV
Energy   -4251092.1193 eV
Spin multiplicity   1